Entry 1:
{
  "formula": "H22O11",
  "method": "ωB97M-V with the def2-TZVPD basis set",
  "symbols": ["O", "H", "H", "O", "H", "H", "O", "H", "H", "O", "H", "H", "O", "H", "H", "O", "H", "H", "O", "H", "H", "O", "H", "H", "O", "H", "H", "O", "H", "H", "O", "H", "H"],
  "positions_angstrom": [[-0.36712, -0.79301, -1.36848], [0.54525, -0.76413, -1.46457], [-0.54771, 0.14414, -1.33248], [3.75600, 1.10912, -3.01722], [4.13285, 0.28212, -2.55715], [3.30820, 0.72305, -3.80364], [-0.61627, 3.20293, 1.70549], [-0.59353, 4.02351, 1.19667], [-0.13705, 3.31340, 2.59548], [-0.98871, -5.23123, -1.69633], [-0.73814, -5.31721, -0.82643], [-0.25708, -4.67132, -2.05458], [2.16554, 1.93076, -1.56266], [2.43720, 2.83059, -1.38339], [2.23872, 1.52532, -0.65009], [0.04010, 0.22248, 1.16141], [0.30734, -0.68223, 1.01647], [0.37671, 0.78483, 0.42125], [1.25022, -2.66813, -3.21356], [0.60476, -2.28987, -2.63345], [0.85848, -2.74682, -4.16659], [-3.30343, 2.30126, 2.01086], [-2.91117, 1.48437, 2.00558], [-3.64388, 2.32821, 1.08079], [-3.63708, -0.69363, 0.98718], [-4.43328, -0.16863, 1.16388], [-3.59748, -0.70752, 0.02764], [-0.24757, 1.53006, 2.80320], [-1.04367, 2.06575, 3.03426], [-0.46495, 0.64450, 2.83231], [1.90087, -1.54212, 2.28474], [2.22071, -1.47339, 3.13461], [1.38518, -0.69716, 2.26880]],
  "mulliken_charge": [-0.650, 0.322, 0.317, -0.599, 0.306, 0.296, -0.576, 0.250, 0.350, -0.624, 0.300, 0.332, -0.587, 0.270, 0.323, -0.538, 0.313, 0.118, -0.660, 0.327, 0.340, -0.583, 0.299, 0.290, -0.634, 0.310, 0.311, -0.595, 0.311, 0.279, -0.643, 0.317, 0.406],
  "smiles": "O.O.O.O.O.O.O.O.O.O.O",
  "e_above_lowest_kcal_mol": 138.9,
  "e_lumo_ev": 0.03,
  "largest_force_ev_per_a": 4.86,
  "gap_ev": 9.896,
  "total_charge": 0,
  "homo_energy_ev": -9.866
}

=====

Entry 2:
{
  "formula": "H22O11",
  "method": "ωB97M-V with the def2-TZVPD basis set",
  "symbols": ["O", "H", "H", "O", "H", "H", "O", "H", "H", "O", "H", "H", "O", "H", "H", "O", "H", "H", "O", "H", "H", "O", "H", "H", "O", "H", "H", "O", "H", "H", "O", "H", "H"],
  "positions_angstrom": [[-1.35960, -1.11631, 3.71665], [-1.37194, -1.76532, 3.10940], [-1.93095, -1.12756, 4.33381], [-0.22333, 3.59834, -3.18358], [-0.96713, 3.99651, -2.69288], [-0.23447, 2.85034, -2.65804], [0.44555, -2.81940, -0.21812], [0.64974, -3.71693, 0.13297], [1.27761, -2.24977, -0.19247], [-2.26895, -0.37822, -1.35283], [-1.82311, -0.97186, -0.54359], [-2.48766, -0.88816, -2.15486], [-1.44123, 3.07835, 2.25230], [-1.42639, 2.60773, 1.33801], [-0.52933, 3.36781, 2.36712], [-3.49548, -2.92343, -2.64459], [-3.81374, -1.98577, -2.71212], [-2.60520, -3.00617, -2.27195], [1.65016, 0.09674, -3.30396], [2.08593, -0.74521, -3.56893], [1.08876, 0.36725, -4.06931], [1.39830, -0.07466, 3.32430], [0.65255, -0.62124, 3.68950], [1.29650, 0.74475, 2.92623], [3.80100, -0.68901, 1.18059], [4.72495, -0.70256, 1.61370], [3.09352, -0.53854, 1.69813], [2.19009, 2.62296, -0.85716], [2.91068, 3.19992, -0.39984], [2.10499, 3.29273, -1.57601], [-1.51295, -1.23404, 0.81912], [-1.11607, -0.37724, 0.91275], [-0.76279, -1.89201, 0.98568]],
  "mulliken_charge": [-0.515, 0.284, 0.215, -0.607, 0.327, 0.276, -0.690, 0.328, 0.350, -0.675, 0.506, 0.170, -0.637, 0.325, 0.311, -0.638, 0.340, 0.310, -0.608, 0.296, 0.317, -0.625, 0.337, 0.288, -0.625, 0.306, 0.336, -0.608, 0.305, 0.304, -0.687, 0.269, 0.417],
  "smiles": "O.O.O.O.O.O.O.O.O.O.O",
  "e_above_lowest_kcal_mol": 108.6,
  "e_lumo_ev": -0.03,
  "largest_force_ev_per_a": 9.31,
  "gap_ev": 10.094,
  "total_charge": 0,
  "homo_energy_ev": -10.122
}

=====

Entry 3:
{
  "formula": "H22O11",
  "method": "ωB97M-V with the def2-TZVPD basis set",
  "symbols": ["O", "H", "H", "O", "H", "H", "O", "H", "H", "O", "H", "H", "O", "H", "H", "O", "H", "H", "O", "H", "H", "O", "H", "H", "O", "H", "H", "O", "H", "H", "O", "H", "H"],
  "positions_angstrom": [[20.31057, 2.98511, -5.19055], [19.49645, 3.31098, -4.80684], [20.06264, 2.16628, -5.61983], [19.59161, 4.43767, -8.47499], [20.52376, 4.55058, -8.66097], [19.47311, 3.49013, -8.40900], [17.53471, 2.22107, -6.42753], [17.03509, 2.42281, -5.63639], [18.34568, 1.82762, -6.10543], [21.71500, 2.96991, -7.84282], [21.63636, 3.88313, -8.11862], [21.80370, 2.47924, -8.65989], [19.05955, 2.60454, -8.03985], [18.11977, 2.77046, -8.11417], [19.25460, 2.00299, -8.75842], [22.55851, 3.39025, -6.00542], [22.87576, 4.28020, -6.15894], [21.65567, 3.39915, -6.32327], [19.78557, 0.41124, -8.35837], [20.63283, 0.59663, -7.95339], [19.80636, 0.88874, -9.18770], [22.28818, 0.76462, -4.99148], [21.73767, 1.22135, -5.62755], [21.67028, 0.39647, -4.35990], [18.94193, 1.29840, -5.26934], [19.79714, 0.91667, -5.46714], [18.56063, 0.70881, -4.61879], [22.04513, 0.53087, -7.59510], [22.15120, -0.26696, -7.07697], [21.48133, 1.09057, -7.06117], [20.59777, 1.75779, -6.89766], [19.70995, 2.08230, -7.04825], [21.16657, 2.44511, -7.24450]],
  "mulliken_charge": [-0.515, 0.345, -0.184, -0.774, 0.153, 0.502, -0.763, 0.286, 0.512, -0.526, 0.364, 0.465, -0.655, 0.451, 0.137, -0.617, 0.326, 0.344, -0.793, 0.440, 0.252, -0.650, 0.787, 0.282, -0.558, 0.221, 0.258, -0.813, 0.376, 0.794, -1.121, 1.033, -0.361],
  "e_above_lowest_kcal_mol": 488.8,
  "e_lumo_ev": -0.16,
  "largest_force_ev_per_a": 16.69,
  "gap_ev": 9.617,
  "total_charge": 0,
  "homo_energy_ev": -9.778
}

=====

Entry 4:
{
  "formula": "H22O11",
  "method": "ωB97M-V with the def2-TZVPD basis set",
  "symbols": ["O", "H", "H", "O", "H", "H", "O", "H", "H", "O", "H", "H", "O", "H", "H", "O", "H", "H", "O", "H", "H", "O", "H", "H", "O", "H", "H", "O", "H", "H", "O", "H", "H"],
  "positions_angstrom": [[-1.39742, 3.91959, -2.02686], [-1.47193, 3.17784, -1.40730], [-2.27014, 3.99149, -2.42543], [0.83863, -1.27698, 3.08451], [1.76708, -1.52779, 3.15872], [0.78703, -0.40648, 3.49624], [2.44127, -1.60146, -1.25280], [1.89544, -0.93606, -0.77490], [3.27137, -1.67412, -0.76608], [-1.97567, 1.45116, -0.66992], [-2.80431, 0.97342, -0.80906], [-2.01584, 1.75465, 0.24685], [1.13388, -3.65285, 0.11499], [1.24278, -3.57599, 1.06690], [1.62857, -2.89227, -0.25454], [-0.64541, 1.45274, -3.95218], [-0.01329, 0.78170, -4.23209], [-0.58189, 1.46560, -2.99233], [-1.06461, -2.84727, 1.71557], [-0.40992, -2.24279, 2.11041], [-1.58687, -3.18091, 2.45325], [2.44987, 2.49814, -0.57258], [3.28496, 2.14322, -0.89174], [1.89834, 1.71757, -0.39271], [-1.88034, -2.01576, -0.75502], [-1.67563, -1.12053, -0.47684], [-1.69290, -2.56718, 0.03951], [0.74307, 0.27438, -0.16474], [-0.07227, 0.78306, -0.29192], [0.56463, -0.27590, 0.61186], [-0.52181, 1.52858, 2.26914], [-1.39086, 1.40784, 2.67316], [-0.47579, 2.47334, 2.06796]],
  "mulliken_charge": [-0.625, 0.342, 0.301, -0.649, 0.285, 0.296, -0.705, 0.479, 0.339, -0.625, 0.275, 0.314, -0.614, 0.255, 0.354, -0.629, 0.309, 0.317, -0.605, 0.326, 0.268, -0.632, 0.311, 0.463, -0.626, 0.225, 0.433, -0.690, 0.160, 0.332, -0.605, 0.311, 0.309],
  "smiles": "O.O.O.O.O.O.O.O.O.O.O",
  "e_above_lowest_kcal_mol": 40.1,
  "e_lumo_ev": -0.68,
  "largest_force_ev_per_a": 0.88,
  "gap_ev": 9.749,
  "total_charge": 0,
  "homo_energy_ev": -10.428
}

=====

Entry 5:
{
  "formula": "H22O11",
  "method": "ωB97M-V with the def2-TZVPD basis set",
  "symbols": ["O", "H", "H", "O", "H", "H", "O", "H", "H", "O", "H", "H", "O", "H", "H", "O", "H", "H", "O", "H", "H", "O", "H", "H", "O", "H", "H", "O", "H", "H", "O", "H", "H"],
  "positions_angstrom": [[2.20654, -1.55361, -1.63815], [1.28119, -1.76540, -1.85706], [2.66749, -1.55193, -2.48677], [-0.05219, 0.19583, 0.35266], [-0.51583, -0.64832, 0.26389], [0.83267, -0.03881, 0.70050], [0.74443, 0.97760, -2.72793], [0.90372, 0.10411, -2.34248], [-0.22654, 1.09492, -2.68434], [-0.03616, 2.78204, -0.38036], [0.11757, 2.46898, -1.28065], [-0.05246, 1.96593, 0.15356], [-3.07576, 1.07262, 0.32036], [-3.36277, 0.16215, 0.46390], [-3.69771, 1.61094, 0.82297], [-0.54487, -2.24377, -1.83922], [-0.03174, -2.98569, -2.19039], [-1.34971, -2.23712, -2.37320], [2.51864, -0.26247, 1.02551], [2.99126, -0.37573, 0.18688], [2.81098, 0.59554, 1.36331], [1.39013, -0.61574, 3.78698], [2.15658, -0.58179, 4.36944], [1.64379, -1.22640, 3.08557], [-0.59191, 2.53355, 3.23025], [-0.39262, 1.72945, 2.73158], [-0.77751, 3.19658, 2.55413], [-0.40390, -2.70159, 1.02806], [0.55881, -2.67361, 0.95271], [-0.65010, -3.56982, 0.69306], [-1.99188, 1.53258, -2.25141], [-2.81280, 1.81973, -2.66126], [-2.25731, 1.18924, -1.37209]],
  "mulliken_charge": [-0.575, 0.245, 0.318, -0.167, 0.142, 0.218, -0.695, 0.398, 0.364, -0.683, 0.348, 0.288, -0.615, 0.291, 0.264, -0.567, 0.300, 0.251, -0.619, 0.236, 0.317, -0.598, 0.297, 0.291, -0.670, 0.316, 0.333, -0.594, 0.274, 0.277, -0.621, 0.287, 0.349],
  "smiles": "O.O.O.O.O.O.O.O.O.O.O",
  "e_above_lowest_kcal_mol": 33.8,
  "e_lumo_ev": -0.27,
  "largest_force_ev_per_a": 0.68,
  "gap_ev": 9.268,
  "total_charge": 0,
  "homo_energy_ev": -9.539
}

=====

Entry 6:
{
  "formula": "H22O11",
  "method": "ωB97M-V with the def2-TZVPD basis set",
  "symbols": ["O", "H", "H", "O", "H", "H", "O", "H", "H", "O", "H", "H", "O", "H", "H", "O", "H", "H", "O", "H", "H", "O", "H", "H", "O", "H", "H", "O", "H", "H", "O", "H", "H"],
  "positions_angstrom": [[-3.28607, -0.99435, -1.80676], [-2.49838, -0.59439, -1.51054], [-3.71479, -0.58976, -2.49796], [-3.59044, 1.79683, 0.34057], [-4.37131, 1.92472, 0.81330], [-3.84390, 1.88950, -0.49569], [1.80837, 3.61595, -2.34855], [1.01888, 3.01048, -2.52127], [2.40255, 3.24768, -1.58398], [-0.49048, 3.11366, 0.44061], [-1.43851, 2.66529, 0.25239], [-0.80235, 4.01559, 0.82437], [4.20910, -1.99176, -2.09219], [4.88591, -1.33053, -1.74385], [4.31252, -1.97584, -3.06120], [0.49157, -4.28083, -1.44461], [1.42641, -3.78878, -1.63228], [-0.17634, -3.89081, -1.90277], [-2.82757, -1.69251, 3.22301], [-2.85974, -1.25507, 2.44258], [-2.98363, -2.63555, 3.25948], [1.38104, -1.32759, -2.73189], [0.58782, -1.45090, -2.04684], [2.19616, -1.75199, -2.31919], [0.18302, 1.58407, 2.89442], [0.65406, 1.92857, 2.19173], [0.23869, 2.23626, 3.65554], [-0.12625, -0.63442, 0.46785], [0.33740, -0.03068, 0.99319], [-0.94986, -0.29958, 0.49683], [2.91710, -0.24514, 2.81376], [2.00963, -0.19722, 2.75944], [2.89938, -0.07090, 3.87049]],
  "mulliken_charge": [-0.597, 0.290, 0.292, -0.529, 0.256, 0.281, -0.638, 0.319, 0.319, -0.633, 0.339, 0.308, -0.691, 0.326, 0.335, -0.620, 0.317, 0.294, -0.610, 0.293, 0.317, -0.636, 0.303, 0.355, -0.604, 0.314, 0.272, -0.493, 0.298, 0.225, -0.622, 0.272, 0.347],
  "smiles": "O.O.O.O.O.O.O.O.O.O.O",
  "e_above_lowest_kcal_mol": 111.9,
  "e_lumo_ev": -0.12,
  "largest_force_ev_per_a": 6.76,
  "gap_ev": 10.750,
  "total_charge": 0,
  "homo_energy_ev": -10.872
}

=====

Entry 7:
{
  "formula": "H22O11Xe",
  "method": "ωB97M-V with the def2-TZVPD basis set",
  "symbols": ["Xe", "O", "H", "H", "O", "H", "H", "O", "H", "H", "O", "H", "H", "O", "H", "H", "O", "H", "H", "O", "H", "H", "O", "H", "H", "O", "H", "H", "O", "H", "H", "O", "H", "H"],
  "positions_angstrom": [[11.02205, 1.64876, 16.56808], [10.04059, 3.80283, 13.70549], [9.93317, 4.48015, 13.03770], [9.14679, 3.56539, 13.95242], [9.00926, 0.61169, 19.20072], [9.23438, 1.36494, 18.65467], [9.03647, 0.94795, 20.09650], [7.58238, 2.74760, 15.17479], [7.12171, 1.91907, 15.04233], [7.59886, 2.86382, 16.12476], [11.71106, 1.82942, 12.57278], [11.29066, 2.42844, 13.18977], [11.06524, 1.70988, 11.87647], [14.92674, 0.86525, 16.82302], [14.50113, 0.01651, 16.70163], [15.13747, 1.15708, 15.93608], [12.44820, 5.39849, 17.54731], [13.17483, 4.88964, 17.18771], [12.25918, 4.98482, 18.38956], [10.10422, -2.10508, 16.03040], [9.65024, -1.50638, 15.43736], [9.41357, -2.67132, 16.37480], [7.66158, 3.29295, 17.78255], [7.01937, 3.09520, 18.46424], [8.43859, 3.58156, 18.26130], [12.97940, -1.50365, 16.40157], [12.06909, -1.65552, 16.14761], [13.08028, -1.97687, 17.22748], [14.51480, 3.67248, 17.01995], [14.64248, 2.75578, 16.77585], [15.23211, 4.13762, 16.58943], [9.97747, 3.91465, 19.31736], [9.76586, 4.82629, 19.51828], [10.87797, 3.80441, 19.62262]],
  "mulliken_charge": [0.058, -0.624, 0.289, 0.346, -0.621, 0.244, 0.317, -0.633, 0.294, 0.417, -0.643, 0.365, 0.285, -0.668, 0.297, 0.328, -0.588, 0.405, 0.239, -0.622, 0.296, 0.292, -0.689, 0.333, 0.305, -0.589, 0.321, 0.300, -0.645, 0.313, 0.313, -0.600, 0.277, 0.288],
  "e_above_lowest_kcal_mol": 12.0,
  "e_lumo_ev": 0.12,
  "largest_force_ev_per_a": 1.09,
  "gap_ev": 10.687,
  "total_charge": 0,
  "homo_energy_ev": -10.572
}

=====

Entry 8:
{
  "formula": "H23O11",
  "method": "ωB97M-V with the def2-TZVPD basis set",
  "symbols": ["O", "H", "H", "O", "H", "H", "O", "H", "H", "O", "H", "H", "O", "H", "H", "O", "H", "H", "O", "H", "O", "H", "H", "O", "H", "H", "O", "H", "H", "O", "H", "H", "H", "H"],
  "positions_angstrom": [[1.82124, -0.40994, 3.73721], [-0.97203, -3.51220, 1.56818], [0.61103, 0.63884, 0.52036], [-3.29148, 2.12733, 1.11796], [0.89739, -0.63366, 3.59136], [-1.10100, -3.04815, 0.18180], [-0.21221, 2.42265, -1.92513], [1.88887, 1.91187, -3.15074], [-2.00029, 3.31808, 0.36702], [-2.22987, -1.81740, 3.75594], [-1.93922, -2.02698, 2.86217], [3.48854, -1.98242, -1.95953], [1.03620, 0.12697, -0.18276], [-2.05185, 4.72940, -0.23710], [-4.09813, 1.99624, 1.56898], [1.83715, -2.13228, 0.75017], [2.40427, -2.22097, -0.09837], [2.00611, 0.33619, 3.16590], [-0.57840, -2.91677, 0.96867], [-0.77383, 2.46246, -2.70309], [3.31995, -2.65595, -1.28664], [-0.61672, 2.96034, -1.25391], [-2.61050, 2.13552, 1.79917], [-1.36225, -0.58581, -2.82519], [2.61496, -3.15076, -1.74132], [-2.09216, -1.13953, -3.11248], [1.83172, 1.36125, -3.93559], [-1.66396, 0.32099, -2.74980], [0.91232, 1.29884, -4.16626], [-1.44490, 4.07141, 0.11708], [-2.35692, -0.88026, 3.68597], [0.91765, -2.51270, 0.66242], [1.46632, -1.20508, 0.61200], [1.25675, 0.86231, -0.75862]],
  "mulliken_charge": [-0.589, 0.319, 0.289, -0.677, 0.291, 0.332, -0.507, 0.305, 0.388, -0.579, 0.279, 0.375, -0.670, 0.341, 0.307, -0.400, 0.506, 0.306, -0.683, 0.252, -0.706, 0.311, 0.314, -0.582, 0.368, 0.299, -0.605, 0.293, 0.297, -0.692, 0.296, 0.470, 0.488, 0.263],
  "e_above_lowest_kcal_mol": 76.9,
  "e_lumo_ev": -3.46,
  "largest_force_ev_per_a": 2.08,
  "gap_ev": 10.457,
  "total_charge": 1,
  "homo_energy_ev": -13.914
}